# 1
C3H2O2S2 | the ωB97M-V functional and the def2-TZVPD basis

ΔE to the lowest compared entry with this formula, charge and spin in kcal/mol: 113.00
DFT total energy in eV: -28903.683

```
9
C3H2O2S2, DFT the ωB97M-V functional and the def2-TZVPD basis
C 0.60382 -0.18000 0.21666
C 1.45354 0.31104 -0.72547
C 2.62929 0.00839 -0.13909
O 3.50439 -0.25080 0.60297
O -4.39087 0.71736 0.87954
S -2.20364 -0.86105 -0.00258
S -3.67559 0.31721 -0.33740
H 0.94998 -0.65661 1.25141
H 1.12907 0.59446 -1.74605
```

Charges computed using natural (NBO), reported in e:
1. C -0.1581
2. C -0.5575
3. C 0.7528
4. O -0.4255
5. O -0.8507
6. S -0.1992
7. S 0.9861
8. H 0.1936
9. H 0.2584

# 2
C15H20MoN3O9P2SbSe4 | the ωB97M-V functional and the def2-TZVPD basis

ΔE to the lowest compared entry with this formula, charge and spin in kcal/mol: 0.00
DFT total energy in eV: -327142.833

```
55
C15H20MoN3O9P2SbSe4, DFT the ωB97M-V functional and the def2-TZVPD basis
Mo 0.99552 -1.63451 2.62494
Se -3.48304 -2.27580 3.33602
Sb -1.65929 -2.03401 4.76383
Se -0.20576 -0.05376 3.97612
Se 0.52659 -3.58383 3.62155
Se -1.13832 -2.56769 6.98164
O 3.53892 0.56737 1.68602
P 4.06210 -0.62434 2.60156
O 5.15649 -0.28377 3.49206
O 2.72112 -1.13850 3.26869
O 4.40951 -1.78551 1.56272
P 3.42370 -2.89222 0.95246
O 3.50745 -4.00742 2.04959
O 3.73980 -3.31032 -0.41203
O 2.01719 -2.18342 1.05598
H 4.16889 1.29640 1.66912
H 3.23398 -4.91743 1.68495
C -2.35822 5.92970 -1.82642
C -1.27924 4.89922 -2.02335
C -0.19425 5.18126 -2.84488
C 0.81830 4.25471 -3.04142
C 0.73913 3.01885 -2.42587
C -0.34016 2.72385 -1.60192
N -0.37616 1.45110 -0.96571
C -1.29913 0.48887 -1.22992
C -2.20490 0.63141 -2.29958
C -3.13754 -0.34189 -2.56727
C -3.22849 -1.50592 -1.79627
C -2.35200 -1.66985 -0.75371
C -1.38663 -0.69407 -0.45473
C -0.50618 -0.94293 0.66232
O 0.39969 -0.14798 1.05926
O -0.59658 -2.02692 1.36396
C -1.35306 3.65998 -1.37422
C -2.50208 3.35199 -0.45439
H -2.18825 6.79197 -2.46894
H -2.38874 6.28355 -0.79341
H -3.34600 5.52504 -2.05444
H -0.14436 6.14517 -3.33693
H 1.65734 4.49129 -3.68214
H 1.50158 2.26589 -2.57908
H 0.29381 1.25624 -0.23687
H -2.14705 1.51500 -2.92044
H -3.81252 -0.19966 -3.40232
H -3.97007 -2.25935 -2.01965
H -2.38566 -2.55371 -0.13140
H -3.38904 3.04493 -1.01556
H -2.77724 4.22722 0.13307
H -2.25586 2.54461 0.23210
N 2.38046 -6.21056 0.86852
N 1.43680 -5.41006 0.14864
H 2.90733 -6.84700 0.27759
H 1.87239 -6.75211 1.55651
H 0.91534 -5.95681 -0.53052
H 1.98237 -4.73431 -0.38579
```

Charges computed using natural (NBO), reported in e:
1. Mo 0.9712
2. Se -0.4425
3. Sb 1.0213
4. Se -0.0601
5. Se 0.2460
6. Se -0.4421
7. O -0.9939
8. P 2.5679
9. O -1.0586
10. O -0.9424
11. O -1.0730
12. P 2.5703
13. O -1.0400
14. O -1.0910
15. O -0.9994
16. H 0.5241
17. H 0.5290
18. C -0.6351
19. C -0.0219
20. C -0.2097
21. C -0.2033
22. C -0.2224
23. C 0.1092
24. N -0.6211
25. C 0.3521
26. C -0.3100
27. C -0.1345
28. C -0.2840
29. C -0.1003
30. C -0.2987
31. C 0.8053
32. O -0.6670
33. O -0.6290
34. C 0.0502
35. C -0.6627
36. H 0.2185
37. H 0.2192
38. H 0.2188
39. H 0.2101
40. H 0.2169
41. H 0.2234
42. H 0.4380
43. H 0.2275
44. H 0.2161
45. H 0.2200
46. H 0.2368
47. H 0.2250
48. H 0.2210
49. H 0.2275
50. N -0.6842
51. N -0.6776
52. H 0.3553
53. H 0.3633
54. H 0.3408
55. H 0.3801

# 3
C6H12O | the ωB97M-V functional and the def2-TZVPD basis

Structure (SMILES): CC/C=C/CCO
ΔE to the lowest compared entry with this formula, charge and spin in kcal/mol: 23.87
DFT total energy in eV: -8463.319

```
19
C6H12O, DFT the ωB97M-V functional and the def2-TZVPD basis
C -1.89175 0.60286 -1.71407
C -1.98724 0.30677 -0.21328
C -0.61376 0.35360 0.39063
C -0.02727 -0.60231 1.11104
C 1.43850 -0.59434 1.48857
C 2.32845 -0.07129 0.35278
O 2.00012 -0.62836 -0.89749
H -1.44269 1.58795 -1.87906
H -1.25635 -0.13159 -2.22097
H -2.86886 0.59462 -2.20512
H -2.64455 1.04574 0.26154
H -2.43729 -0.67842 -0.04809
H -0.03089 1.23648 0.11651
H -0.61118 -1.47689 1.40044
H 1.03491 -0.64559 -0.93266
H 1.74478 -1.61455 1.73859
H 1.60921 0.02476 2.37819
H 2.28555 1.02808 0.32688
H 3.37031 -0.33751 0.54558
```

Charges computed using natural (NBO), reported in e:
1. C -0.5978
2. C -0.4354
3. C -0.1940
4. C -0.1923
5. C -0.4685
6. C -0.0546
7. O -0.7214
8. H 0.2039
9. H 0.2034
10. H 0.2133
11. H 0.2096
12. H 0.2049
13. H 0.1912
14. H 0.2009
15. H 0.4718
16. H 0.2129
17. H 0.2200
18. H 0.1480
19. H 0.1840

# 4
C30H38N4O7 | the ωB97M-V functional and the def2-TZVPD basis

Structure (SMILES): CCC(C)(C)NC(=O)[C@H](c1ccc(OC)cc1)N(C(=O)CCC(=O)Nc1cc(C)on1)c1ccc(OC)c(OC)c1
ΔE to the lowest compared entry with this formula, charge and spin in kcal/mol: 0.00
DFT total energy in eV: -52019.793

```
79
C30H38N4O7, DFT the ωB97M-V functional and the def2-TZVPD basis
C -2.15797 -4.89338 0.78468
H -1.75408 -4.10201 1.41148
C -3.47717 -4.48182 0.13711
H -3.83679 -5.30184 -0.48753
H -4.21953 -4.31637 0.92166
C -3.41688 -3.21642 -0.73382
N -3.08095 -2.09132 0.13749
C -2.91332 -0.82297 -0.26263
O -3.10277 -0.41860 -1.39357
C -2.38526 0.05438 0.89720
C -2.58453 1.54016 0.76565
C -2.87961 2.27118 1.90784
C -3.01280 3.64807 1.87213
C -2.84808 4.32604 0.66984
C -2.55901 3.59529 -0.48283
C -2.42527 2.22511 -0.43509
H -2.21993 1.68125 -1.34067
H -2.43996 4.13064 -1.41122
O -2.94679 5.67497 0.51277
C -3.25691 6.46252 1.63600
H -3.29263 7.48938 1.27549
H -4.23053 6.19458 2.05905
H -2.48828 6.37903 2.41147
H -3.24347 4.17524 2.78457
H -3.00704 1.75974 2.85196
N -0.95192 -0.24353 1.07388
C -0.58910 -1.25055 1.89460
O -1.41742 -1.95090 2.46025
C 0.90153 -1.47846 2.07581
H 1.03142 -2.09758 2.96461
C 1.51604 -2.19591 0.86230
C 3.02401 -2.01509 0.84966
O 3.81317 -2.89671 1.08531
N 3.38718 -0.72848 0.54997
C 4.67166 -0.23786 0.52036
N 4.88017 1.04015 0.29404
O 6.22678 1.22885 0.32370
C 6.83788 0.05760 0.57270
C 5.90002 -0.92336 0.71008
H 6.02839 -1.96361 0.91230
C 8.31775 0.03611 0.64755
H 8.74497 0.36231 -0.29935
H 8.66357 0.71728 1.42328
H 8.65839 -0.96993 0.87036
H 2.67499 -0.03674 0.34922
H 1.29362 -3.26209 0.91043
H 1.10969 -1.78934 -0.06542
H 1.39747 -0.52264 2.24294
C -0.03528 0.50141 0.28227
C 0.75027 1.49549 0.83163
C 1.66024 2.17932 0.03251
C 1.76442 1.90848 -1.32310
C 0.91677 0.92644 -1.89568
C 0.04925 0.22164 -1.08251
H -0.59779 -0.53375 -1.49612
O 1.03750 0.74430 -3.23292
C 0.14690 -0.14484 -3.86658
H 0.34731 -0.04944 -4.93215
H -0.89646 0.11709 -3.66682
H 0.32626 -1.18069 -3.55861
O 2.61446 2.51613 -2.17843
C 3.55133 3.43167 -1.65297
H 4.15989 3.74102 -2.50071
H 3.05472 4.30903 -1.22649
H 4.18220 2.95393 -0.89801
H 2.28236 2.93360 0.48307
H 0.65820 1.74600 1.87716
H -2.87201 -0.28779 1.81886
H -2.82886 -2.31984 1.09194
C -2.36348 -3.34052 -1.84013
H -2.53381 -4.24290 -2.42093
H -1.36329 -3.37767 -1.41433
H -2.43046 -2.48076 -2.50154
C -4.79388 -2.96887 -1.35987
H -4.78177 -2.03543 -1.91502
H -5.05047 -3.77883 -2.03718
H -5.55453 -2.90333 -0.58530
H -2.32281 -5.76370 1.41578
H -1.41786 -5.15958 0.03454
```

Charges computed using natural (NBO), reported in e:
1. C -0.6256
2. H 0.2204
3. C -0.3881
4. H 0.2086
5. H 0.2036
6. C 0.1251
7. N -0.6461
8. C 0.6939
9. O -0.6534
10. C -0.1488
11. C -0.1024
12. C -0.1144
13. C -0.3373
14. C 0.3157
15. C -0.2487
16. C -0.1631
17. H 0.2419
18. H 0.2231
19. O -0.4920
20. C -0.2517
21. H 0.2007
22. H 0.1763
23. H 0.1747
24. H 0.2182
25. H 0.2024
26. N -0.4607
27. C 0.7178
28. O -0.6630
29. C -0.4932
30. H 0.2453
31. C -0.4885
32. C 0.6983
33. O -0.5921
34. N -0.6331
35. C 0.3203
36. N -0.2051
37. O -0.2785
38. C 0.3431
39. C -0.3764
40. H 0.2634
41. C -0.6603
42. H 0.2352
43. H 0.2349
44. H 0.2349
45. H 0.4331
46. H 0.2418
47. H 0.2307
48. H 0.2291
49. C 0.1273
50. C -0.2401
51. C -0.3018
52. C 0.2838
53. C 0.2664
54. C -0.2849
55. H 0.2399
56. O -0.4748
57. C -0.2555
58. H 0.2038
59. H 0.1887
60. H 0.1744
61. O -0.4750
62. C -0.2668
63. H 0.1988
64. H 0.1695
65. H 0.2128
66. H 0.2391
67. H 0.2291
68. H 0.2466
69. H 0.4374
70. C -0.6304
71. H 0.2114
72. H 0.2049
73. H 0.2327
74. C -0.6163
75. H 0.2374
76. H 0.2059
77. H 0.2084
78. H 0.2157
79. H 0.2022

Record-wise largest force on an atom values, in hartree/bohr: 0.061 0.012 0.008 0.024